Record 1
# C4H11N5O4PdSSe3Te

A molecular structure, C4H11N5O4PdSSe3Te at a distorted geometry (ωB97M-V/def2-TZVPD, the Open Molecules 2025 dataset).

Computed properties:
HOMO level (alpha / beta): -8.06 / -8.05 eV
LUMO level (alpha / beta): -0.124 / -0.125 hartree
Gap between HOMO and LUMO (alpha / beta): 4.691 / 4.654 eV
E_tot: -237611.66486 eV

Each line ends with the Mulliken charge.
Geometry (Å):
Pd  -0.00154  -0.45024  0.44878  0.374
C  4.98858  1.96336  -0.47428  -1.198
N  4.26678  0.85521  0.10714  0.213
C  4.89789  -0.45508  0.12989  -0.985
C  3.03902  1.00095  0.68948  0.401
N  2.41511  0.18282  1.43033  -0.568
N  2.42252  2.24219  0.40404  -0.157
C  1.08551  2.47213  0.25585  0.507
N  0.81916  3.76210  -0.12846  -0.473
N  0.13314  1.60982  0.38293  -0.161
H  6.00668  1.64077  -0.67629  0.413
H  5.06385  2.81496  0.20966  0.397
H  4.55477  2.29639  -1.42335  0.334
H  5.56101  -0.53302  -0.72914  0.428
H  4.14270  -1.23263  0.02932  0.303
H  5.48361  -0.61379  1.04099  0.282
H  2.88426  -0.71076  1.53508  0.257
H  3.00841  2.96065  0.01462  0.235
H  1.50538  4.47915  0.02645  0.185
H  -0.13858  4.06496  -0.14778  0.203
H  -0.75704  2.02326  0.11377  0.102
Se  -2.54911  -0.24332  -0.92131  -0.227
Se  -4.05302  1.32522  2.66233  -0.319
Te  -2.54227  0.00027  1.60238  0.686
Se  -0.54038  -0.57908  2.83126  -0.113
O  0.72818  -0.87876  -1.53396  -0.659
S  1.08829  -2.31011  -1.04856  1.371
O  0.97372  -3.29236  -2.07724  -0.598
O  -0.09872  -2.42079  0.02181  -0.620
O  2.34417  -2.28318  -0.33181  -0.614

=====

Record 2
# C16H24ClIO6PS2

2 unconnected molecules or ions with the total composition C16H24ClIO6PS2 (ωB97M-V/def2-TZVPD, the Open Molecules 2025 dataset).

Computed properties:
HOMO level: -4.77 eV
LUMO level: 0.077 hartree
Gap between HOMO and LUMO: 6.860 eV
E_tot: -80848.74541 eV
Total charge: -1

Each line ends with the Mulliken charge.
Geometry (Å):
C  -2.82023  -2.69517  -0.96883  -0.773
C  -3.68887  -1.71421  -0.16849  -0.367
S  -3.33639  0.03121  -0.47976  -0.194
C  -2.30079  0.52145  0.93348  -1.105
C  -0.91223  -0.12455  1.05900  1.162
C  -0.42214  -0.30224  2.51127  -1.073
C  -1.41712  -0.58256  3.63562  -1.256
O  -0.80103  -0.27354  4.90296  -0.231
O  -0.77127  -1.49541  5.67432  -0.423
C  0.68491  -1.33494  2.56513  -0.074
P  0.19681  -3.17952  2.39280  -0.178
O  -1.36993  -3.02475  1.89594  -0.398
I  1.30434  -3.86352  0.30534  -0.136
O  1.79778  -1.02663  1.71052  -0.349
S  1.81637  0.06176  0.52489  1.463
O  2.12569  -0.68208  -0.65974  -0.635
O  2.71419  1.09609  0.94152  -0.707
C  0.16583  0.77417  0.39331  -0.211
C  -0.19796  1.19787  -1.04714  -0.816
C  0.89838  1.57168  -2.01931  -0.109
C  0.94819  0.96618  -3.25991  -0.450
C  1.94951  1.27531  -4.16876  -0.814
C  2.93278  2.19855  -3.85563  1.066
C  4.04466  2.52397  -4.82421  -1.408
C  2.86856  2.82250  -2.61834  -0.863
C  1.86645  2.51778  -1.71358  -0.164
H  -3.26633  -2.91940  -1.93824  0.381
H  -2.69269  -3.63258  -0.42025  0.165
H  -1.81880  -2.29301  -1.13457  0.070
H  -3.63503  -1.91377  0.90311  0.164
H  -4.73379  -1.83908  -0.46459  0.463
H  -2.22383  1.60469  0.81935  0.338
H  -2.90395  0.36087  1.81987  0.524
H  -0.91363  -1.07659  0.51638  -0.096
H  -0.00386  0.68373  2.73392  0.918
H  -1.70474  -1.62576  3.71245  0.432
H  -2.30913  0.03346  3.56481  0.531
H  0.17837  -1.60231  5.82263  0.340
H  1.09710  -1.32896  3.58050  0.544
H  -1.70588  -3.91208  1.71385  0.340
H  0.20542  1.66555  1.03366  0.473
H  -0.82800  2.08545  -0.93075  0.427
H  -0.80634  0.41690  -1.49937  0.251
H  0.20352  0.22125  -3.52543  0.365
H  1.97021  0.77353  -5.13146  0.307
H  3.82211  3.43854  -5.37683  0.273
H  4.98196  2.64910  -4.27892  0.357
H  4.18616  1.70006  -5.52487  0.349
H  3.62964  3.54797  -2.34848  0.341
H  1.85466  3.00523  -0.74490  0.455
Cl  -0.85965  2.69785  3.43572  -0.670

=====

Record 3
# C5H16N2O2

A molecular structure, C5H16N2O2 at a distorted geometry (ωB97M-V/def2-TZVPD, the Open Molecules 2025 dataset).

Computed properties:
HOMO level: -7.25 eV
LUMO level: 0.026 hartree
Gap between HOMO and LUMO: 7.961 eV
E_tot: -12515.47486 eV

Each line ends with the Mulliken charge.
Geometry (Å):
C  -0.49686  -1.44167  -1.22123  0.015
C  0.21141  -0.27101  1.21973  0.561
C  0.95390  -1.52697  1.64768  -1.371
C  -1.23489  -0.24602  1.68926  -1.202
N  -1.08998  -0.51115  -1.88709  -0.657
O  -1.07078  -2.51013  -0.63705  -0.427
H  -2.02603  -2.37788  -0.54539  0.325
H  0.56811  -1.58201  -1.34199  0.442
H  0.71723  0.57024  1.71893  0.401
H  -2.10556  -0.52980  -1.81911  0.184
H  -0.12403  0.85750  -1.64495  0.455
H  0.97831  -1.63474  2.73846  0.417
H  0.47518  -2.43163  1.27206  0.262
H  1.99016  -1.50421  1.30509  0.307
H  -1.76927  0.61987  1.28879  0.273
H  -1.31763  -0.19959  2.78103  0.431
H  -1.77198  -1.15121  1.39636  0.189
C  0.56778  2.72163  -0.76963  -0.889
N  0.67898  1.30040  -1.03674  -0.067
O  1.93460  0.97820  -1.61577  -0.486
H  1.88281  1.17670  -2.56442  0.312
H  0.44725  0.45961  0.08078  -0.430
H  1.34181  3.01034  -0.05800  0.319
H  -0.40898  2.89518  -0.31992  0.319
H  0.66844  3.32835  -1.67687  0.318

=====

Record 4
# C10H10BeN2O4

A molecular structure, C10H10BeN2O4 at a distorted geometry (ωB97M-V/def2-TZVPD, the Open Molecules 2025 dataset).

Computed properties:
HOMO level: -15.24 eV
LUMO level: -0.403 hartree
Gap between HOMO and LUMO: 4.278 eV
E_tot: -22081.21737 eV
Total charge: +2

Each line ends with the Mulliken charge.
Geometry (Å):
Be  -0.00392  -0.04669  0.12708  0.130
O  0.11789  2.73294  -0.09730  -0.157
C  0.07231  1.55480  -0.04483  0.317
C  -0.17063  -1.52501  -0.32141  0.626
O  -0.35475  -2.68600  -0.63328  -0.215
C  1.56009  -0.06125  -0.27956  0.549
O  2.72802  -0.06559  -0.32502  -0.149
C  -1.58718  0.14123  -0.12383  0.467
O  -2.74005  0.27108  -0.17333  -0.136
C  0.03191  0.66853  -4.84128  -0.542
H  -0.87592  1.28532  -4.82088  0.274
H  0.99301  1.19719  -4.80013  0.278
C  -0.03173  -0.66949  -4.90260  -0.527
H  0.87500  -1.28974  -4.91201  0.276
H  -0.99428  -1.19820  -4.93286  0.271
C  -0.86149  1.18456  5.11789  -0.800
N  -0.31406  0.42799  4.00732  0.139
C  0.52198  -0.68447  4.07073  -0.414
C  0.79360  -1.04154  2.77836  -0.428
N  0.09244  -0.15304  1.93381  -0.034
C  -0.55670  0.69522  2.70319  -0.119
H  -1.50266  0.58852  5.76135  0.362
H  -0.09209  1.60194  5.76939  0.362
H  -1.45883  2.01841  4.76077  0.290
H  0.88325  -1.15285  4.99805  0.441
H  1.43169  -1.83895  2.43529  0.418
H  -1.20400  1.48858  2.36693  0.320

=====

Record 5
# C23H28NO4SSr

A molecular structure, C23H28NO4SSr at a distorted geometry (ωB97M-V/def2-TZVPD, the Open Molecules 2025 dataset).

Computed properties:
HOMO level: -3.23 eV
LUMO level: 0.071 hartree
Gap between HOMO and LUMO: 5.144 eV
E_tot: -45656.75492 eV
Total charge: -1

Each line ends with the Mulliken charge.
Geometry (Å):
C  0.01452  -1.38707  3.13293  0.052
C  -0.97103  -1.56289  2.13539  -1.208
C  -0.33343  -2.02519  0.95804  0.367
H  -2.03057  -1.40481  2.25761  0.521
C  1.05221  -2.17421  1.24036  -0.823
C  1.26646  -1.78052  2.59308  -1.338
H  1.79177  -2.60774  0.57531  0.384
C  -1.53275  2.86526  2.17531  -0.587
C  -2.17566  1.59301  2.18288  -0.553
C  -2.36071  1.18605  0.83969  -0.730
H  -2.47073  1.03758  3.07400  0.362
C  -1.84201  2.20166  -0.02532  0.140
C  -1.33950  3.24540  0.82276  -1.340
H  -0.83015  -2.30624  0.03869  0.531
H  2.20272  -1.83787  3.13804  0.474
H  -0.17239  -1.07232  4.14987  0.392
H  -0.83106  4.15115  0.48269  0.270
H  -2.77993  0.23675  0.51171  0.341
H  -1.25034  3.43753  3.06119  0.443
Sr  1.76572  0.78976  1.05372  1.585
C  -1.38268  1.97104  -1.48064  2.789
C  -0.97372  3.24867  -2.19867  -2.119
C  -2.37632  1.10868  -2.25547  -1.756
H  -1.75590  4.01279  -2.19527  0.418
H  -0.73241  2.99564  -3.23309  0.420
H  -0.07970  3.67362  -1.73918  0.368
H  -3.37425  1.57695  -2.27671  0.419
H  -2.48786  0.09393  -1.83972  0.215
H  -2.04896  0.99969  -3.30025  0.428
C  -0.07696  1.20410  -1.14626  -0.938
C  1.18573  0.78692  -1.87539  0.249
H  -0.40883  0.28487  -0.60691  -0.249
H  0.40301  1.92529  -0.43317  0.906
O  2.24318  0.88548  -1.13848  -0.985
N  1.14491  -0.11397  -2.91919  -0.007
C  1.74130  -1.48151  -2.61709  -0.673
H  1.51100  0.31730  -3.76373  0.295
C  0.69608  -2.56823  -2.61930  0.660
C  1.08653  -3.80406  -2.08833  -0.351
H  2.11121  -3.92516  -1.73373  0.331
C  0.17890  -4.84823  -1.98052  -0.616
H  0.48356  -5.79593  -1.54657  0.368
C  -1.13459  -4.68073  -2.43597  -0.469
H  -1.85696  -5.50025  -2.36385  0.354
C  -1.52090  -3.45975  -3.00333  -0.515
H  -2.53346  -3.32288  -3.38571  0.377
C  -0.60776  -2.39328  -3.09607  -0.175
H  -0.89468  -1.42665  -3.51809  0.348
H  2.23470  -1.44484  -1.61500  0.072
H  2.54000  -1.67080  -3.35920  0.430
C  2.36560  3.14583  4.62098  -0.917
S  2.52510  1.56928  3.79993  1.315
O  3.28015  1.89377  2.53180  -1.011
O  3.21717  0.62062  4.64252  -0.646
O  1.11639  1.20037  3.42719  -0.470
H  3.30552  3.70389  4.50328  0.343
H  2.18603  2.95986  5.68506  0.317
H  1.51677  3.67238  4.15615  0.191

=====

Record 6
# C4H4Cl3F

2 unconnected molecules or ions with the total composition C4H4Cl3F at a distorted geometry (ωB97M-V/def2-TZVPD, the Open Molecules 2025 dataset).

Computed properties:
HOMO level: -9.74 eV
LUMO level: 0.022 hartree
Gap between HOMO and LUMO: 10.342 eV
E_tot: -44495.25771 eV

Each line ends with the Mulliken charge.
Geometry (Å):
C  0.80215  -0.87270  -0.00002  -0.597
C  2.09184  -0.68374  -0.05280  0.477
C  -1.87327  0.24548  -0.01363  -1.250
C  -0.48715  0.76921  0.16524  0.608
F  -0.25143  1.20049  1.42083  -0.206
Cl  3.17729  -1.99849  -0.44373  -0.181
Cl  2.89947  0.78642  0.28106  -0.129
Cl  0.05475  1.92776  -0.99712  -0.112
H  0.23891  -1.75259  -0.21699  0.354
H  -2.58466  1.06274  0.11901  0.370
H  -2.07239  -0.51245  0.74459  0.317
H  -1.99552  -0.17214  -1.00643  0.349